(1)
The following is a DFT calculation (ωB97M-V with the def2-TZVPD basis set) of a molecular structure, C14H24AlN2O3P.

Summary:
**Total charge**: +2
**E**: -39889.082 eV

Atoms and positions in Å:
N  1.96383  2.29979  2.21714
C  2.57200  1.34060  1.60481
C  2.14626  -0.14976  1.60933
P  1.23465  -0.68067  -0.02075
C  1.25566  -2.54919  0.38195
C  -0.17262  -3.22615  0.38740
C  -1.07564  -2.82425  -0.82786
N  -2.15732  -1.96755  -0.30165
C  -2.49880  -0.84331  -1.18623
C  -2.62081  0.42854  -0.25751
C  -3.51205  0.40695  0.92813
C  -3.60660  1.56592  1.83086
C  -2.77301  2.78886  1.53277
C  -1.93095  2.80542  0.33995
C  -1.81966  1.65185  -0.58326
O  -1.04221  1.60609  -1.70435
O  2.71718  -1.02862  -0.89281
C  2.54799  -0.37016  -2.16356
C  2.02401  1.10487  -1.73701
O  1.35890  1.03584  -0.44986
H  2.51328  3.17551  2.01308
H  3.49312  1.61533  0.98570
H  3.06650  -0.78668  1.64866
H  1.47202  -0.29678  2.49896
H  0.62926  -0.78096  -1.34614
H  -0.12257  -0.41646  0.51885
H  2.01519  -3.08461  -0.25514
H  1.65528  -2.64127  1.44112
H  -0.64024  -3.06333  1.39475
H  -0.00186  -4.34345  0.31270
H  -0.52258  -2.40226  -1.71631
H  -1.56788  -3.77941  -1.19579
H  -1.79787  -1.54667  0.55911
H  -1.78929  -0.68381  -2.04145
H  -3.53533  -0.99285  -1.62128
H  -4.09626  -0.53211  1.11370
H  -4.28494  1.48098  2.71046
H  -2.83055  3.64997  2.24225
H  -1.31030  3.70366  0.11725
H  -1.14291  2.42866  -2.22518
H  1.98030  -0.89638  -2.98315
H  3.60144  -0.37538  -2.57930
H  1.49053  1.71001  -2.51498
H  3.02138  1.63983  -1.62321
Al  4.09351  3.82342  1.83785

=====

(2)
The following is a DFT calculation (ωB97M-V with the def2-TZVPD basis set) of 9 unconnected molecules or ions with the total composition C5H26O9.

Summary:
**SMILES string**: CC/C=C/CO.O.O.O.O.O.O.O.O
**Energy above the lowest of the compared OMol25 structures with the same formula, charge and spin**: 676.6 kJ/mol
**Total charge**: 0

Atoms and positions in Å:
C  -2.47370  0.44991  -0.47317
C  -1.48095  -0.07089  -1.59556
C  -0.15864  0.28772  -0.93221
C  1.05640  0.55932  -1.51021
C  2.21985  0.50662  -0.59466
O  2.13736  -0.58805  0.30037
H  -2.23388  1.52186  -0.24464
H  -2.52497  -0.31961  0.34159
H  -3.43801  0.33445  -1.21867
H  -1.75920  0.22954  -2.59107
H  -1.65445  -1.26543  -1.69686
H  -0.28563  0.52479  0.07367
H  1.32357  0.46787  -2.52469
H  2.57710  1.41953  0.01077
H  3.24098  0.51500  -1.10458
H  2.67066  -1.30408  -0.15099
O  -0.79153  3.05079  -1.53276
H  -0.29104  3.77410  -1.04097
H  -1.66571  2.96074  -1.02010
O  -0.52728  3.14206  1.43079
H  0.09412  3.73404  1.45171
H  -0.45994  2.92390  2.45604
O  2.18500  -3.19308  -1.11209
H  1.57456  -3.83148  -0.75632
H  1.53734  -2.79517  -1.79044
O  -1.24916  -2.75968  -0.09736
H  -0.58007  -2.08422  0.37882
H  -1.23225  -3.64354  0.22166
O  -2.11518  1.59001  2.02503
H  -2.30498  2.49867  2.11090
H  -1.29224  1.60763  2.54843
O  0.97258  0.47037  2.86643
H  0.79208  -0.14142  2.12069
H  1.42330  1.33493  2.52290
O  0.36419  -2.28998  -2.66732
H  0.53630  -1.48382  -2.15896
H  -0.54809  -2.62081  -2.60072
O  1.07792  -1.93942  2.92473
H  1.40068  -1.01043  2.92493
H  1.88289  -2.56275  2.70492

=====

(3)
The following is a DFT calculation (ωB97M-V with the def2-TZVPD basis set) of 2 unconnected molecules or ions with the total composition C3H8N2O2.

Summary:
**SMILES string**: CN=C=N.OCO
**Energy above the lowest of the compared OMol25 structures with the same formula, charge and spin**: 275.3 kJ/mol
**Total charge**: 0

Atoms and positions in Å:
C  -1.22285  1.78807  0.74958
N  -1.53759  0.41357  0.49195
C  -1.57688  -0.26663  -0.51808
N  -1.84293  -1.16906  -1.27843
H  -1.82040  2.45720  0.12594
H  -0.16709  1.97533  0.53804
H  -1.44906  1.98564  1.79760
H  -1.99782  -1.35318  -2.24882
O  1.58500  -0.06705  -0.91718
C  1.29273  -1.03653  0.05785
O  2.38710  -1.23356  0.90416
H  2.41482  -0.26898  -1.36690
H  0.31309  -0.77289  0.64158
H  1.11698  -2.01138  -0.42153
H  2.50490  -0.44056  1.44424

=====

(4)
The following is a DFT calculation (ωB97M-V with the def2-TZVPD basis set) of 13 unconnected molecules or ions with the total composition C4H32NO15.

Summary:
**Energy above the lowest of the compared OMol25 structures with the same formula, charge and spin**: 463.2 kJ/mol
**Total charge**: -1

Atoms and positions in Å:
C  -2.10835  -2.70361  -0.34571
C  -1.54012  -1.66583  -1.23745
C  -2.48578  -1.43409  -2.46697
O  -2.27708  -0.22496  -3.18005
N  -1.28689  -0.35073  -0.55841
C  0.02342  -0.16542  -0.02705
O  0.17385  1.01307  0.44347
O  0.85944  -1.08998  0.13603
H  -2.37977  -3.62731  -0.78836
H  -1.30730  -2.86076  0.45297
H  -3.02721  -2.29677  0.14554
H  -0.61296  -2.09556  -1.86339
H  -3.64351  -1.52465  -2.39502
H  -2.03796  -2.19654  -3.25675
H  -1.56283  0.28534  -2.73655
H  -2.08686  0.26675  -0.30872
H  2.61488  0.39556  -0.76307
H  3.19062  0.95262  0.50474
O  3.14589  1.09539  -0.49893
H  2.05706  -1.90353  -2.94610
H  1.95501  -2.25225  -1.39191
O  1.81470  -2.62289  -2.34924
H  0.05480  1.86260  2.27107
H  -0.91886  1.65261  3.47193
O  -0.74143  2.14480  2.73103
H  -4.34267  0.11299  2.68800
H  -3.31116  1.10332  3.00623
O  -4.24270  1.01593  3.02538
H  -1.63234  2.11115  0.51173
H  -2.68515  3.21652  0.29673
O  -2.58948  2.26178  0.41810
H  3.06836  -2.39310  2.75441
H  2.28079  -1.06097  2.83426
O  2.54732  -1.82729  3.42011
H  1.17359  3.18932  -0.15849
H  2.37986  2.61506  -0.90615
O  1.84731  3.38669  -0.88605
H  4.23096  -2.56832  1.73923
H  4.02597  -3.29402  0.55147
O  4.49852  -3.43215  1.40384
H  0.08409  3.93348  -2.18830
H  0.89625  3.05945  -3.12827
O  0.20686  3.64218  -3.10496
H  1.39197  0.91477  1.54268
H  2.54000  1.28973  2.54294
O  2.28752  0.64285  1.90585
H  2.33000  -1.16986  0.73448
H  3.68876  -0.64192  1.52924
O  3.27288  -1.23727  0.94882
H  -4.08509  1.82939  -0.75749
H  -3.50367  1.06207  -2.09107
O  -4.23150  1.58438  -1.67587

=====

(5)
The following is a DFT calculation (ωB97M-V with the def2-TZVPD basis set) of 2 unconnected molecules or ions with the total composition C6H15N2.

Summary:
**Energy above the lowest of the compared OMol25 structures with the same formula, charge and spin**: 162.0 kJ/mol
**Total charge**: +1

Atoms and positions in Å:
C  0.93959  -2.07969  0.49974
C  1.61115  -0.97628  -0.29571
C  1.06167  -0.69011  -1.49955
C  1.63933  0.35991  -2.47405
H  0.31370  -2.80759  -0.12282
H  1.68745  -2.72457  0.97395
H  0.31943  -1.67875  1.30850
H  2.46135  -0.44660  0.12198
H  0.20937  -1.20606  -1.89059
H  2.60524  0.78563  -2.15116
H  1.87071  -0.16349  -3.42279
H  0.90656  1.14306  -2.59745
C  -1.07486  0.49249  2.61025
N  -1.77692  1.47555  -0.83054
C  -1.93456  0.89202  0.34732
N  -1.33590  1.33651  1.41810
H  -0.09941  0.72348  2.99510
H  -1.23382  -0.58776  2.47252
H  -1.77186  0.79170  3.41593
H  -1.06896  2.20346  -0.91343
H  -2.09089  1.06076  -1.68156
H  -2.55908  -0.00397  0.37038
H  -0.67930  2.10031  1.34590